Entry 1:
# C4H10OS

A 2-piece molecular cluster, C4H10OS overall at a distorted geometry (ωB97M-V with the def2-TZVPD basis set, OMol25).

Summary:
Energy above the lowest of the compared OMol25 structures with the same formula, charge and spin: 18.3 kcal per mole
SMILES string: CC=O.CSC
Highest occupied orbital energy: -8.33 eV

```
16
Properties=species:S:1:pos:R:3:forces:R:3
C 0.272016 -2.186022 1.865046 0.1989 0.1489 0.5298
S 0.239521 -0.435733 2.369729 -0.4335 -0.0584 -0.0058
C -1.387553 0.001798 1.665707 0.4773 0.1814 -0.1560
H 1.274571 -2.401344 1.510166 -0.0499 -0.1220 -0.2596
H -0.479463 -2.356641 1.106162 0.1290 -0.0232 -0.3458
H 0.059466 -2.850167 2.703632 -0.0287 0.1282 0.0548
H -1.883539 0.787325 2.223883 0.1059 0.0381 0.3428
H -1.243302 0.380200 0.652234 -0.1637 -0.3023 -0.0433
H -2.000123 -0.890748 1.691394 -0.2260 0.0209 -0.1392
O 0.571001 -0.011905 -2.442302 0.1812 -0.0910 0.4419
C 0.612068 1.180982 -2.555117 -0.6699 -0.0447 -1.2132
C -0.316397 1.972524 -3.452340 0.3938 0.3583 0.1496
H 1.385875 1.819242 -2.100798 0.2436 -0.1926 0.3789
H -0.448028 2.936209 -2.963571 -0.1641 0.2424 -0.2534
H -1.277973 1.536048 -3.689429 -0.0668 -0.4040 0.2733
H 0.194504 2.131329 -4.412275 0.0729 0.1199 0.2453
```
Forces are in eV/Å.



Entry 2:
# C48H117N7O2

A 9-piece molecular cluster, C48H117N7O2 overall at a distorted geometry (ωB97M-V with the def2-TZVPD basis set, OMol25).

Summary:
Energy above the lowest of the compared OMol25 structures with the same formula, charge and spin: 64.1 kcal per mole
SMILES string: CCN(CC)CC.CCN(CC)CC.CCN(CC)CC.CCN(CC)CC.CCN(CC)CC.CCN(CC)CC.CCN(CC)CC.CC(C)=O.CC(C)=O
Highest occupied orbital energy: -7.98 eV

```
174
Properties=species:S:1:pos:R:3:forces:R:3
C -6.972782 2.132073 5.638368 0.4774 0.5758 -0.8349
C -7.998292 0.998683 5.614068 1.7168 0.8471 -0.1229
N -9.348102 1.422923 5.862958 0.6029 -0.6108 0.3701
C -9.912952 2.236823 4.773198 0.0687 -0.1255 1.7358
C -11.084842 3.107663 5.329668 0.7508 0.0080 -2.2704
C -10.160662 0.245823 6.228028 0.7097 1.0730 0.9490
C -10.296602 -0.838757 5.176008 -0.5713 0.4212 -0.4709
H -7.106502 2.801613 4.788698 -0.1463 0.2670 0.0733
H -5.959342 1.762313 5.482478 0.0186 -0.4262 0.0137
H -6.898192 2.740153 6.539918 -0.5577 -0.1769 0.1646
H -7.883292 0.496133 4.653688 -0.0228 -0.1889 -0.4608
H -7.553692 0.309453 6.331968 -0.9876 -0.3905 0.4502
H -9.140702 2.906623 4.394918 -0.0026 0.0036 0.1795
H -10.126042 1.549863 3.954188 -0.7420 0.3403 -0.4093
H -11.295782 3.762283 4.484048 -0.5582 0.0733 -0.2363
H -11.999072 2.545233 5.519218 0.2099 0.1504 0.5072
H -10.758092 3.844323 6.063608 -0.0310 -0.7383 0.5689
H -11.034382 0.742693 6.649728 -0.8255 -0.8338 -0.4960
H -9.673102 -0.168447 7.110508 0.0930 -0.0998 0.0921
H -11.031802 -1.592307 5.458378 -0.0194 0.0527 -0.0180
H -9.365842 -1.348137 4.926358 0.1220 0.0782 0.3733
H -10.612052 -0.359067 4.249468 -0.3018 -0.3011 -0.1595
C 1.449318 -0.843927 9.092348 0.6573 -0.4464 0.4778
C 1.264578 -2.212717 8.387458 -0.7660 1.2687 -0.4986
N 0.167788 -3.047067 8.920768 1.5239 -0.4241 -2.0967
C 0.489238 -3.630937 10.173578 0.9107 -2.1987 0.4099
C 1.672338 -4.684117 10.186068 0.2969 1.1968 -0.3079
C -1.161232 -2.503257 8.861628 -0.8106 1.1463 0.4763
C -1.751412 -2.061117 7.528678 1.1208 -0.7317 -0.9533
H 2.359088 -0.351537 8.748858 -0.0019 -0.0137 -0.3173
H 1.638508 -0.991457 10.155618 -0.1988 0.0240 0.1868
H 0.637818 -0.123297 8.991068 -0.1791 -0.2795 -0.1580
H 1.120408 -1.974877 7.333538 -0.6914 -0.1404 -0.1768
H 2.220518 -2.728737 8.298108 -0.1565 -0.4024 0.7838
H 0.696508 -2.869287 10.925258 -0.3522 -0.0831 0.5990
H -0.332922 -4.317167 10.376698 -0.4691 0.6569 0.7924
H 1.510488 -5.467317 9.445448 -0.0662 0.0273 0.0546
H 2.649908 -4.236327 10.007408 -0.0005 0.2616 -0.5317
H 1.871658 -5.120897 11.164638 -0.7935 -0.1200 0.1823
H -1.207122 -1.622247 9.501798 -0.2127 0.3080 0.5365
H -1.909922 -3.186647 9.262278 0.5321 -0.4491 0.3169
H -1.494192 -1.044227 7.232218 -0.3419 0.1366 0.2639
H -2.817522 -2.283137 7.481668 0.0096 0.4851 0.1336
H -1.302992 -2.672307 6.745428 -0.0134 -0.2349 -0.1869
C 2.270368 -0.913277 -5.547132 0.6600 0.5923 -0.6930
C 2.296018 -1.825807 -6.755972 -0.3379 -1.0351 0.6792
N 1.007638 -2.531847 -6.823622 0.2588 -0.4400 -0.1174
C -0.180062 -1.678327 -7.009932 0.2031 0.2868 -2.2319
C -0.162942 -1.052157 -8.486872 -0.6688 -0.2073 0.8715
C 1.091958 -3.714007 -7.723312 0.1595 -0.1662 2.1734
C 2.040858 -4.794677 -7.090612 -0.0408 -0.1582 -0.5577
H 1.602468 -0.067287 -5.709362 0.0007 0.0181 0.3011
H 3.277578 -0.525567 -5.394512 -0.0116 0.1897 0.1738
H 1.985328 -1.496647 -4.671612 -0.1360 0.1250 -0.0775
H 2.667808 -1.470227 -7.716932 -0.4796 1.1011 -0.2714
H 3.103098 -2.534277 -6.569452 -0.3449 -0.5109 0.3654
H -1.096852 -2.245967 -6.850592 0.1355 -0.4244 -0.1813
H -0.268382 -0.877467 -6.275822 0.5326 -0.0457 0.0194
H -0.236112 -1.809917 -9.266972 0.8640 -0.3876 0.1829
H -1.017482 -0.465337 -8.823772 -0.2957 0.4734 0.8852
H 0.712068 -0.406927 -8.565122 0.0848 -0.2580 -0.3487
H 1.365488 -3.419227 -8.736412 0.1413 -0.2703 -0.1998
H 0.103618 -4.172647 -7.692812 -0.1349 0.0942 -0.4662
H 3.095618 -4.531007 -7.012842 -0.0958 0.3246 -0.1239
H 2.040738 -5.727227 -7.654922 -0.1481 0.1058 -0.5147
H 1.743568 -5.144897 -6.102142 -0.3587 0.6014 0.1521
C -2.113032 3.754363 -5.987102 -0.3353 0.6229 0.1649
C -3.537152 3.591023 -6.503782 -1.1320 0.5365 -0.5402
N -4.115682 4.733403 -7.289162 2.3811 -0.0393 0.5842
C -3.392142 4.807733 -8.583412 -1.2319 0.0569 -0.5894
C -3.486212 6.161093 -9.247782 -0.1303 0.7743 -0.3411
C -5.563902 4.812583 -7.376102 -0.5580 -1.4071 0.4903
C -6.351262 3.536443 -7.894692 0.9584 1.1013 -0.1793
H -1.828082 2.878193 -5.404672 -0.0103 -0.0981 -0.1169
H -2.108692 4.603813 -5.304072 0.1705 0.0922 0.0187
H -1.353052 3.936913 -6.746842 -0.1333 -0.1201 -0.0877
H -3.623522 2.687683 -7.107612 0.0874 -0.4036 -0.1103
H -4.186642 3.448243 -5.640142 -0.0922 -0.0316 0.0736
H -3.913112 4.076133 -9.201022 0.4770 -0.3705 -0.6549
H -2.323832 4.592313 -8.562972 -0.2347 -0.5056 0.7333
H -4.513212 6.395713 -9.527652 -0.1121 0.4460 0.6138
H -2.985172 6.324163 -10.201962 0.3946 -0.9430 -0.1739
H -2.979172 6.898683 -8.625702 -0.6606 0.2765 0.3364
H -5.978402 4.908843 -6.372592 0.3714 0.3983 0.3178
H -5.837922 5.734653 -7.888752 -0.0180 -0.2337 -0.2713
H -7.417542 3.762493 -7.888312 0.0238 -0.0281 -0.1862
H -6.008132 3.280713 -8.897162 -0.3018 -0.1898 -0.0800
H -6.186762 2.684983 -7.234352 0.0932 0.0523 0.0002
C 7.021978 8.379163 -2.737922 0.1924 0.0917 -0.4874
C 6.214058 8.538863 -1.493652 -0.4149 -0.4828 1.4952
N 7.050718 8.451673 -0.285122 1.4467 1.1189 0.5844
C 7.787568 7.172243 -0.108782 -0.6142 0.8130 0.1017
C 6.812988 6.060163 0.176758 0.3023 -1.8870 -0.4776
C 6.466498 8.880273 0.989798 -0.7525 0.8732 -0.6805
C 5.978868 10.342063 1.059318 0.3822 0.5198 -0.1299
H 6.395538 8.373903 -3.629912 -0.1536 -0.5075 0.0538
H 7.596548 7.460793 -2.617202 0.0402 0.0851 -0.6900
H 7.687858 9.221663 -2.924742 0.2589 -0.0281 0.4365
H 5.599318 9.438123 -1.532442 0.4067 0.3022 0.3766
H 5.482318 7.741013 -1.366832 -0.4423 -0.3396 -0.6647
H 8.512728 7.033233 -0.910602 -0.6210 -0.3676 -0.5144
H 8.495328 7.182393 0.720118 -0.2713 0.7730 0.4743
H 7.321878 5.096493 0.198668 0.3731 -0.1255 0.1563
H 6.324708 6.115713 1.149688 -0.0766 0.4122 -0.1468
H 6.081498 5.869293 -0.608482 -0.2488 0.4834 0.0373
H 7.244338 8.794473 1.748558 -0.1130 -0.3093 0.0457
H 5.594568 8.280743 1.251348 -0.0798 -0.4885 0.3128
H 5.587238 10.622923 2.036998 0.2320 -0.4627 0.3610
H 5.159508 10.666193 0.417688 0.0892 -0.5272 -0.5064
H 6.813608 11.018393 0.875228 0.0626 0.0511 -0.1377
C -0.473982 -2.122327 1.140458 1.5919 -0.8753 -0.4611
C -0.661692 -1.089307 0.023148 -0.0109 0.1740 1.7337
N -0.242502 0.274443 0.456058 0.2585 -1.0179 0.0583
C 1.200178 0.533993 0.187778 -0.5322 0.0627 0.8296
C 1.848168 1.703973 0.979318 -0.7752 0.6473 0.0867
C -1.206122 1.274713 0.016888 0.8549 -0.4620 2.0775
C -2.281932 1.408633 1.134268 -0.3074 0.0414 -1.2567
H -0.816512 -3.108947 0.828428 -0.6917 0.0442 -0.0765
H -0.917232 -1.842967 2.096278 -0.1038 0.1666 -0.2638
H 0.572188 -2.381557 1.303008 0.3420 0.4960 0.3495
H -0.192592 -1.346557 -0.926522 0.0822 -0.3439 -0.1018
H -1.741262 -1.217187 -0.056072 -0.2195 1.1608 -0.7309
H 1.690838 -0.358987 0.574988 0.1682 -0.1831 -0.5758
H 1.338568 0.680873 -0.883372 0.4379 -0.2165 -0.2688
H 2.924758 1.687913 1.148988 0.0633 -0.8381 -0.2317
H 1.735078 2.689693 0.528048 -0.4438 -0.0119 -0.3481
H 1.390068 1.798983 1.963808 -0.0737 -0.2258 0.0951
H -1.579872 0.955493 -0.955992 -0.3421 0.7542 -0.2500
H -0.622452 2.194593 0.052478 -0.3939 0.3369 -0.7562
H -3.058642 0.646103 1.076158 0.0416 -0.1980 -0.1494
H -2.786512 2.358913 0.959718 -0.1291 0.1286 0.4412
H -1.847232 1.322823 2.130148 0.1928 0.3469 -0.2097
C 9.275428 -4.317677 -1.473522 0.0117 -0.6767 -0.3091
C 8.498438 -3.875617 -0.259472 0.0303 0.4483 -0.2881
N 7.147468 -3.401787 -0.626202 0.6594 -0.4634 -0.4393
C 6.209878 -4.495317 -0.538602 -2.1591 -0.2248 -0.5726
C 4.863688 -4.249997 -1.297672 -0.0691 0.5969 0.2773
C 6.768458 -2.167487 0.049388 0.8613 -0.5309 1.2843
C 6.443968 -2.365507 1.549028 -0.2441 -0.2971 -0.2438
H 9.066608 -5.363237 -1.700012 -0.0198 0.0911 -0.5593
H 10.349178 -4.216487 -1.315672 0.0542 -0.1631 0.1208
H 9.008058 -3.626517 -2.272842 -0.0261 -0.3609 -0.2427
H 8.414618 -4.644837 0.508238 0.2845 -0.1391 0.1699
H 9.187288 -3.101557 0.078778 -0.8683 0.5811 0.8011
H 6.524208 -5.430557 -1.001862 0.9484 0.1974 0.1132
H 5.968458 -4.743047 0.495048 0.0212 -0.1016 0.3449
H 4.003278 -4.815407 -0.939752 0.3807 -0.6246 0.2778
H 4.469748 -3.240627 -1.179052 0.4057 0.3397 -0.1263
H 4.949878 -4.463277 -2.363122 0.1723 0.1668 -0.0022
H 6.001688 -1.624807 -0.503492 0.1506 0.0673 0.0621
H 7.737658 -1.671147 0.098568 -0.4223 0.9317 -0.5689
H 5.562468 -2.989157 1.697718 -0.1063 0.1266 0.0987
H 6.324328 -1.442097 2.115688 -0.1240 0.1420 -0.2620
H 7.285628 -2.888087 2.003608 0.0386 -0.0991 0.0635
C 0.536358 -7.551227 5.290228 -0.4417 0.8113 0.8204
C 1.789798 -7.363437 4.513558 0.1865 0.4678 -1.5803
O 2.103878 -6.248067 4.116978 -0.0167 -1.1779 0.5482
C 2.616048 -8.589957 4.157788 0.6567 0.4742 0.1702
H -0.169392 -8.307947 4.947618 0.3489 -0.1422 -0.1181
H 0.047098 -6.577617 5.318748 -0.1793 -0.0841 -0.1083
H 0.809608 -7.744357 6.327598 -0.0274 -0.3807 0.1210
H 3.085298 -8.979567 5.061178 -0.1187 -0.1220 0.1886
H 3.436668 -8.271767 3.514798 -0.1329 -0.0336 -0.1120
H 2.074088 -9.412417 3.690948 -0.2714 0.2059 0.0709
C -5.258252 -5.671757 -4.803452 0.4228 0.0801 -0.5110
C -5.592092 -4.318657 -4.236722 -0.6657 -1.4013 1.3259
O -6.670102 -3.842237 -4.475302 -0.2252 0.8269 -0.2948
C -4.657612 -3.737567 -3.201422 -0.5838 1.3306 0.0312
H -6.002942 -5.926637 -5.557482 0.2847 0.0931 -0.1528
H -5.249622 -6.490767 -4.084252 -0.0034 0.3016 0.4076
H -4.243402 -5.600407 -5.194712 0.0279 -0.3287 -0.3589
H -5.138652 -2.865817 -2.757852 -0.2562 0.1158 -0.2112
H -3.776202 -3.322077 -3.689882 0.4524 -0.5618 0.2667
H -4.500342 -4.377317 -2.333032 0.5589 -0.4499 -0.5015
```
Forces are in eV/Å.



> Look up the energy above the lowest of the compared OMol25 structures with the same formula, charge and spin of the second one.

64.1 kcal per mole



> What is the energy above the lowest of the compared OMol25 structures with the same formula, charge and spin in the second record?

64.1 kcal per mole



> Which value of energy above the lowest of the compared OMol25 structures with the same formula, charge and spin does entry 2 give?

64.1 kcal per mole



> Which formula does entry 1 have?

C4H10OS